Formula: C5H11O2
Source: the Open Molecules 2025 dataset
Level of theory: ωB97M-V/def2-TZVPD

```
18
Properties=species:S:1:pos:R:3:mulliken_charge:R:1
C 0.9420 2.3177 0.7657 -0.923
H 1.1063 3.0796 1.5297 0.311
H -0.4472 -2.7440 0.7728 0.273
H -0.2851 2.2318 -0.9521 0.287
O -1.0892 0.1812 -0.1803 -0.357
H 1.1336 1.3718 1.2516 0.290
C -0.4741 2.3392 0.1143 -0.344
H 0.0659 -1.1445 0.0241 -0.007
H 1.5333 2.6592 -0.0813 0.268
H -0.9132 -3.0468 -1.4479 0.262
C 0.1304 -2.7959 -1.2836 -0.889
O -2.1508 1.2980 1.5030 -0.520
H 0.3881 -1.9924 -1.9810 0.251
C -1.4139 1.1584 0.5624 0.538
H 0.8598 -3.5720 -1.5013 0.321
H -0.9555 3.3074 0.2397 0.365
H 1.2900 -2.4412 0.4976 0.314
C 0.2795 -2.2074 0.1667 -0.438
```

Summary:
E_tot: -347.4805 a.u.
total charge: 0
LUMO energy (alpha / beta): 0.83 / -3.33 eV
expectation value of S²: 0.755
max |F|: 2.08 eV/Å
multiplicity: 2
gap between HOMO and LUMO (alpha / beta): 11.5654 / 7.2705 eV